# 1
DFT (ωB97M-V/def2-TZVPD) results for a 3-piece molecular cluster, C3HN3O2 overall at a distorted geometry.

LUMO (spin up / spin down) ... -5.35 / -5.36 eV
Frontier orbital gap (spin up / spin down) ... 0.1810 / 0.1803 Eh
E ... -11683.9189 eV
HOMO level (spin up / spin down) ... -0.378 / -0.377 Ha
Energy above the lowest of the compared OMol25 structures with the same formula, charge and spin ... 173.4 kcal/mol
Strongest force on any atom ... 4.2 eV Å⁻¹

XYZ file:
```
9
Properties=species:S:1:pos:R:3:lowdin_charge:R:1
O -0.461 2.463 -0.708 0.193
O -1.207 1.796 1.349 0.221
N 1.619 0.180 0.318 0.244
N -1.975 -2.979 0.680 -0.079
N 1.084 -0.255 -0.701 -0.161
C -1.236 -2.615 -0.104 -0.234
C 0.501 -0.455 -1.722 0.170
C -0.832 2.120 0.318 -0.473
H 2.507 -0.256 0.570 0.120
```

# 2
DFT (ωB97M-V/def2-TZVPD) results for one molecule with the formula C3HN3O2 at a distorted geometry.

LUMO ... -0.50 eV
Frontier orbital gap ... 0.3300 Eh
E ... -11688.6934 eV
HOMO level ... -0.348 Ha
Energy above the lowest of the compared OMol25 structures with the same formula, charge and spin ... 63.3 kcal/mol
Strongest force on any atom ... 6.7 eV Å⁻¹

XYZ file:
```
9
Properties=species:S:1:pos:R:3:lowdin_charge:R:1
O 0.456 -1.819 -0.320 0.012
O 2.261 -0.413 -0.250 0.160
N -0.937 -1.642 -0.217 0.057
N 0.415 2.744 0.273 0.295
N 0.129 1.670 0.228 -0.025
C 0.043 0.441 0.031 -0.173
C 1.111 -0.605 -0.222 -0.435
C -1.245 -0.347 0.042 -0.016
H -2.232 -0.029 0.435 0.126
```

# 3
DFT (ωB97M-V/def2-TZVPD) results for a 2-piece molecular cluster, C3HN7O5 overall at a distorted geometry.

LUMO (spin up / spin down) ... -9.25 / -9.50 eV
Frontier orbital gap (spin up / spin down) ... 0.2927 / 0.2906 Eh
E ... -23761.9331 eV
Net charge ... +2
HOMO level (spin up / spin down) ... -0.633 / -0.640 Ha
Energy above the lowest of the compared OMol25 structures with the same formula, charge and spin ... 10.1 kcal/mol
Strongest force on any atom ... 5.2 eV Å⁻¹

XYZ file:
```
16
Properties=species:S:1:pos:R:3:lowdin_charge:R:1
O -6.817 -1.949 -0.092 0.526
O 3.540 -1.597 -1.058 0.237
O -0.348 -1.237 1.161 0.237
O -6.444 -0.904 -1.942 0.527
O 2.422 3.551 0.371 0.301
N 0.119 1.590 1.161 0.012
N 2.030 2.517 0.017 0.109
N 2.716 -0.899 -0.575 -0.233
N 0.945 0.663 0.672 0.081
N 1.593 -1.446 0.035 0.274
N -6.607 -1.450 -1.029 -0.053
N 2.930 0.370 -0.548 0.229
C -0.187 2.691 1.280 0.156
C 0.559 -0.738 0.619 -0.386
C 2.101 1.206 0.070 -0.168
H 1.447 -2.366 -0.141 0.151
```

# 4
DFT (ωB97M-V/def2-TZVPD) results for one molecule with the formula C3HNO2 at a distorted geometry.

LUMO ... -0.20 eV
Frontier orbital gap ... 0.3394 Eh
Structure (SMILES) ... C#CON=C=O
E ... -8705.2702 eV
HOMO level ... -0.347 Ha
Energy above the lowest of the compared OMol25 structures with the same formula, charge and spin ... 117.0 kcal/mol
Strongest force on any atom ... 17.0 eV Å⁻¹

XYZ file:
```
7
Properties=species:S:1:pos:R:3:lowdin_charge:R:1
O 0.517 1.248 -0.232 0.054
O -2.540 -0.204 -0.237 0.239
N -0.741 1.138 0.226 0.169
C -1.570 0.362 -0.056 -0.310
C 1.167 0.305 -0.149 -0.355
C 1.473 -0.861 0.211 0.135
H 1.695 -1.988 0.237 0.068
```

# 5
DFT (ωB97M-V/def2-TZVPD) results for one molecule with the formula C3HNO2 at a distorted geometry.

LUMO ... -1.96 eV
Frontier orbital gap ... 0.3371 Eh
Structure (SMILES) ... N#CC(=O)C=O
E ... -8709.7457 eV
HOMO level ... -0.409 Ha
Energy above the lowest of the compared OMol25 structures with the same formula, charge and spin ... 13.8 kcal/mol
Strongest force on any atom ... 3.9 eV Å⁻¹

XYZ file:
```
7
Properties=species:S:1:pos:R:3:lowdin_charge:R:1
O 0.855 0.659 -1.499 0.126
O -0.716 0.771 1.472 0.139
N -0.387 -2.219 0.034 0.211
C -0.051 -1.120 -0.167 -0.104
C -0.123 1.225 0.556 -0.173
C 0.444 0.218 -0.415 -0.308
H -0.027 2.155 0.135 0.109
```

# 6
DFT (ωB97M-V/def2-TZVPD) results for one molecule with the formula C3HNO2 at a distorted geometry.

LUMO ... -1.36 eV
Frontier orbital gap ... 0.3282 Eh
E ... -8708.3015 eV
HOMO level ... -0.378 Ha
Energy above the lowest of the compared OMol25 structures with the same formula, charge and spin ... 47.1 kcal/mol
Strongest force on any atom ... 1.1 eV Å⁻¹

XYZ file:
```
7
Properties=species:S:1:pos:R:3:lowdin_charge:R:1
O 1.689 -0.809 -1.299 0.161
O -0.001 -0.486 0.197 -0.022
N -2.861 1.279 0.378 0.171
C -1.768 0.912 0.238 -0.204
C 1.351 -0.745 -0.170 -0.258
C -0.364 0.742 -0.076 -0.002
H 1.954 -0.894 0.731 0.154
```

# 7
DFT (ωB97M-V/def2-TZVPD) results for C3HNO5 as an isolated structure at a distorted geometry.

LUMO ... 7.08 eV
Frontier orbital gap ... 0.2734 Eh
E ... -14850.5666 eV
Net charge ... -2
HOMO level ... -0.013 Ha
Energy above the lowest of the compared OMol25 structures with the same formula, charge and spin ... 45.1 kcal/mol
Strongest force on any atom ... 3.7 eV Å⁻¹

XYZ file:
```
10
Properties=species:S:1:pos:R:3:lowdin_charge:R:1
O 1.644 -2.116 -2.492 -0.082
O -1.979 -0.587 -0.570 -0.135
O 1.535 -2.707 -0.329 -0.097
O -1.215 -1.291 -2.595 -0.067
O 0.831 0.692 -0.757 -0.218
N 0.654 0.254 0.646 -0.003
C 1.257 -1.970 -1.309 -0.693
C 0.463 -0.623 -1.048 -0.083
C -1.064 -0.875 -1.419 -0.653
H -0.426 0.257 0.779 0.030
```

# 8
DFT (ωB97M-V/def2-TZVPD) results for an isolated ion of composition C3HNOS3 and charge -2 at a distorted geometry.

LUMO ... 5.55 eV
Frontier orbital gap ... 0.1755 Eh
Structure (SMILES) ... [O-]NC(=S)C([S-])=C=S
E ... -39167.3306 eV
Net charge ... -2
HOMO level ... 0.028 Ha
Energy above the lowest of the compared OMol25 structures with the same formula, charge and spin ... 82.4 kcal/mol
Strongest force on any atom ... 2.6 eV Å⁻¹

XYZ file:
```
9
Properties=species:S:1:pos:R:3:lowdin_charge:R:1
S 0.166 2.454 0.036 0.263
S 3.679 1.871 -0.046 0.176
S 3.834 -1.834 0.038 0.410
O 0.697 -1.388 -0.103 -0.269
N 0.143 -0.189 0.055 -0.181
C 2.349 0.667 0.019 -0.876
C 0.898 0.896 0.055 -0.865
C 2.764 -0.603 0.038 -0.747
H -0.764 -0.295 0.386 0.088
```

# 9
DFT (ωB97M-V/def2-TZVPD) results for C3HO3 as an isolated structure at a distorted geometry.

LUMO ... 4.24 eV
Frontier orbital gap ... 0.2668 Eh
E ... -9266.6267 eV
Net charge ... -1
HOMO level ... -0.111 Ha
Energy above the lowest of the compared OMol25 structures with the same formula, charge and spin ... 88.0 kcal/mol
Strongest force on any atom ... 3.7 eV Å⁻¹

XYZ file:
```
7
Properties=species:S:1:pos:R:3:lowdin_charge:R:1
O 2.184 0.335 -0.909 -0.015
O 0.872 -1.390 0.089 -0.097
O -2.093 1.368 0.349 -0.050
C 0.362 -0.116 0.928 -0.026
C -1.328 0.450 0.135 -0.212
C 1.395 -0.166 -0.111 -0.660
H -1.390 -0.480 -0.482 0.059
```

# 10
DFT (ωB97M-V/def2-TZVPD) results for a 2-piece molecular cluster, C3HOS overall at a distorted geometry.

LUMO ... 3.47 eV
Frontier orbital gap ... 0.2778 Eh
E ... -16007.8491 eV
Net charge ... -1
HOMO level ... -0.150 Ha
Energy above the lowest of the compared OMol25 structures with the same formula, charge and spin ... 32.9 kcal/mol
Strongest force on any atom ... 2.6 eV Å⁻¹

XYZ file:
```
6
Properties=species:S:1:pos:R:3:lowdin_charge:R:1
S 1.432 1.077 -1.810 0.572
O 1.324 1.881 0.754 -0.010
C -0.679 -0.449 0.318 -0.271
C 1.142 1.315 -0.266 -0.959
C -1.314 -1.469 0.429 -0.254
H -1.905 -2.354 0.575 -0.077
```